This record from the OMol25 dataset describes a cluster of 14 separate species, C56H98N14 in total. The level of theory is ωB97M-V/def2-TZVPD.

```
168
Properties=species:S:1:pos:R:3:forces:R:3
C -6.006390 -4.867642 1.916226 -0.210 -0.345 0.278
C -6.066406 -3.377249 2.120993 -0.819 0.146 -0.159
C -4.746571 -2.674748 1.892474 0.304 0.906 0.307
C -4.077324 -2.976861 0.630193 0.076 -0.411 -0.926
N -3.538817 -3.247768 -0.356672 -0.611 0.295 0.825
H -5.766916 -5.218256 0.927270 0.077 0.391 -0.777
H -7.010146 -5.235789 2.118508 0.181 -0.519 0.347
H -5.230334 -5.323350 2.525390 -0.248 -0.171 0.561
H -6.514732 -3.156959 3.119084 0.883 -0.020 -0.520
H -6.804025 -2.972493 1.436446 -0.177 0.156 -0.322
H -4.040971 -2.976448 2.661281 0.177 0.236 0.305
H -4.878705 -1.573738 1.935367 0.198 -0.542 0.176
C -2.515213 3.472445 2.468101 0.974 -0.556 0.140
C -2.032015 2.008696 2.432223 -0.639 -0.141 -0.021
C -3.162298 1.019346 2.064677 -0.658 0.325 0.571
C -4.227350 0.950182 3.106241 -0.317 0.426 0.510
N -5.026493 0.969358 3.947082 0.878 -0.173 -1.005
H -3.031622 3.786654 1.567185 0.052 -0.022 -0.203
H -1.642031 4.113490 2.660734 -0.285 -0.015 -0.247
H -3.170434 3.593135 3.309771 -0.524 0.149 0.396
H -1.650192 1.755337 3.428575 0.229 -0.055 -0.311
H -1.260127 1.849900 1.675262 0.163 0.158 0.227
H -2.822195 -0.000158 1.904468 0.327 -0.057 -0.016
H -3.615368 1.372344 1.138371 -0.137 -0.100 -0.053
C -3.914839 -0.182371 -3.906354 -0.181 -0.449 0.796
C -4.580663 -0.876315 -2.679726 -0.129 -0.508 -1.025
C -5.528048 0.036171 -1.867836 1.316 -0.372 0.054
C -4.672809 1.180045 -1.534992 -0.577 0.667 0.803
N -3.993279 2.032417 -1.165374 -0.077 -0.172 -0.310
H -3.236172 0.618025 -3.606989 -0.473 0.291 -0.081
H -4.655148 0.126609 -4.662373 0.357 0.153 0.390
H -3.245771 -0.897906 -4.365741 0.050 -0.377 -0.316
H -3.823620 -1.298211 -2.007907 -0.079 0.229 -0.126
H -5.135865 -1.739703 -3.077337 -0.044 0.174 0.311
H -5.826306 -0.440470 -0.918724 -0.001 0.154 -0.395
H -6.407565 0.324503 -2.426263 -0.138 0.226 -0.116
C 1.534055 2.061457 -3.973049 0.214 0.543 0.329
C 1.162223 0.788682 -4.685398 0.059 0.025 -0.087
C 0.236081 0.958363 -5.860832 0.017 -0.137 -1.374
C -1.019392 1.656028 -5.619695 -0.301 0.141 0.716
N -2.024718 2.125759 -5.312526 0.310 0.032 -0.281
H 2.448892 1.852414 -3.395498 -0.453 0.294 0.077
H 0.730924 2.503086 -3.319808 0.679 -0.566 -0.573
H 1.805025 2.802968 -4.726133 0.044 0.269 0.125
H 0.728733 0.080689 -4.025753 -0.471 -0.680 0.813
H 2.050260 0.284173 -5.067090 0.092 0.192 -0.017
H -0.048355 -0.025613 -6.239850 0.039 -0.087 -0.020
H 0.772674 1.441382 -6.692843 -0.261 0.078 0.223
C 2.563352 6.624737 0.589684 0.016 -0.022 0.090
C 1.737636 6.446100 -0.678927 -1.081 -0.511 0.110
C 1.932199 5.094623 -1.377844 1.175 -0.878 -0.166
C 1.665373 3.899882 -0.528734 -0.902 0.204 1.314
N 1.327691 3.152761 0.298618 0.738 0.718 -1.392
H 3.634790 6.491901 0.415429 -0.061 -0.089 -0.077
H 2.242588 5.886241 1.349020 0.166 0.386 -0.279
H 2.437867 7.635099 0.998534 -0.088 -0.278 -0.029
H 1.965526 7.146840 -1.485069 0.015 0.358 0.395
H 0.658003 6.545125 -0.410189 0.700 0.108 -0.305
H 2.988291 5.034973 -1.720237 -0.579 -0.070 0.203
H 1.347393 5.014161 -2.297463 -0.077 0.001 0.169
C 2.758201 -2.155622 2.624261 -0.100 0.083 -0.565
C 2.901956 -2.922486 3.925729 -1.020 0.713 0.400
C 4.011675 -2.352969 4.818030 1.130 0.293 -0.595
C 3.859033 -0.963486 5.325396 -0.689 -0.514 -0.312
N 3.719679 0.131653 5.649333 0.105 -0.338 0.031
H 3.688002 -2.114481 2.055973 0.311 0.027 0.197
H 2.382244 -1.145880 2.732729 0.123 0.287 0.402
H 2.065810 -2.610035 1.927902 -0.349 -0.520 0.043
H 3.036093 -3.982227 3.704913 0.489 0.046 0.224
H 1.963738 -2.879600 4.520428 0.379 0.009 -0.432
H 4.953134 -2.281059 4.236262 -0.337 -0.286 0.153
H 4.219619 -3.035039 5.628522 0.017 0.008 0.478
C -2.283227 -5.227018 -5.010225 0.563 -0.173 -0.205
C -2.791787 -4.471874 -3.785067 -0.684 0.480 -0.417
C -1.654038 -4.088575 -2.859262 0.980 -0.479 0.693
C -0.647686 -3.172492 -3.463098 -0.897 -0.277 0.528
N 0.125887 -2.430424 -3.874021 0.080 -0.023 -0.210
H -1.798211 -6.184341 -4.747811 -0.233 0.366 0.032
H -1.517756 -4.612708 -5.507238 -0.020 -0.130 0.218
H -2.993102 -5.432869 -5.808551 -0.443 0.008 0.313
H -3.617393 -4.927345 -3.214275 0.651 -0.488 -0.115
H -3.277939 -3.540326 -4.080915 0.126 0.171 -0.358
H -1.060317 -4.983428 -2.557602 -0.420 0.393 -0.159
H -2.062749 -3.663393 -1.927644 0.343 0.120 -0.441
C 5.499210 -2.948150 -1.458102 0.461 -0.716 0.297
C 4.008664 -2.671464 -1.312914 -0.184 0.882 0.432
C 3.301799 -2.453391 -2.646253 0.097 0.107 -1.080
C 3.743172 -1.178156 -3.267794 0.467 1.175 0.391
N 4.162180 -0.127275 -3.540565 -0.778 -1.799 -0.031
H 5.903178 -3.307846 -0.498986 -0.134 -0.004 -0.262
H 6.112886 -2.074091 -1.702002 -0.369 -0.009 -0.218
H 5.699174 -3.741356 -2.211448 -0.145 0.475 0.408
H 3.863639 -1.734697 -0.704055 0.099 -0.830 -0.392
H 3.460469 -3.471799 -0.799362 0.370 0.087 -0.086
H 2.218872 -2.440820 -2.534832 -0.046 0.217 0.022
H 3.497422 -3.257191 -3.382679 0.057 0.223 0.456
C -0.412687 -6.390042 2.930921 -0.101 1.478 0.015
C -1.180311 -5.175544 2.357070 0.956 -0.083 -0.985
C -1.019667 -4.981916 0.823755 0.366 -0.856 -0.504
C 0.376835 -4.831075 0.350997 0.242 -0.096 0.001
N 1.443654 -4.728118 -0.081241 -0.670 0.023 0.352
H 0.639256 -6.130053 2.986595 0.317 -0.008 -0.153
H -0.483808 -7.279742 2.320441 -0.385 -0.345 0.166
H -0.725325 -6.481307 3.968642 -0.144 -0.658 -0.043
H -0.785335 -4.259259 2.801728 -0.184 -0.038 0.169
H -2.238663 -5.205713 2.568908 -0.318 -0.121 0.103
H -1.526521 -4.097883 0.476606 -0.272 0.447 0.141
H -1.445600 -5.803544 0.192820 0.234 0.329 0.765
C 5.708896 1.164468 -1.090823 -0.162 0.007 -0.297
C 4.857000 2.248955 -1.759154 0.921 1.338 0.716
C 5.355135 2.789330 -3.131445 -1.603 -0.344 -0.173
C 4.610328 3.981130 -3.614749 0.409 -0.779 0.473
N 4.039445 4.888510 -4.020031 -0.185 0.296 -0.051
H 6.761051 1.451862 -0.945802 -0.324 -0.062 -0.093
H 5.638327 0.287205 -1.743631 0.360 0.033 0.332
H 5.272302 0.902166 -0.108543 0.241 0.146 -0.457
H 4.766627 3.125687 -1.117025 0.442 0.193 0.366
H 3.846584 1.914367 -1.721789 -0.883 -0.477 -0.876
H 5.175880 2.035148 -3.896075 0.246 -0.177 -0.027
H 6.390236 3.061721 -3.148458 0.718 -0.021 0.289
C -1.449658 -0.031320 6.807682 -0.202 -0.799 0.133
C -0.312449 -0.828252 6.158146 0.241 -1.117 0.345
C -0.706959 -1.409916 4.773099 -0.430 0.477 0.626
C -1.961209 -2.191020 4.793853 0.535 0.272 -0.214
N -2.956361 -2.762205 4.750237 0.000 -0.141 0.113
H -2.304025 -0.696327 7.090883 0.730 0.345 -0.250
H -1.856947 0.649658 6.065209 -0.003 0.562 0.259
H -1.101988 0.443490 7.739632 -0.215 0.161 -0.570
H -0.054096 -1.661234 6.850514 -0.035 0.352 -0.463
H 0.625986 -0.260326 6.017933 -0.581 0.014 0.040
H 0.085350 -1.974958 4.295547 0.069 -0.274 0.100
H -0.861175 -0.570906 4.102722 -0.176 0.129 -0.215
C -2.558369 5.607460 -0.886559 -0.204 0.186 -0.650
C -1.617763 5.152661 -1.985336 0.836 -0.600 -0.337
C -2.364551 4.780029 -3.288491 0.470 -0.578 -0.348
C -3.215267 5.819237 -3.875848 -1.107 2.057 -0.200
N -3.846618 6.710501 -4.291539 1.225 -1.894 0.747
H -3.425546 4.939987 -0.796269 0.334 -0.010 0.072
H -2.936828 6.577236 -1.202320 -0.190 0.219 0.343
H -2.046695 5.690600 0.062046 0.020 0.082 0.286
H -0.992929 4.284760 -1.639904 -0.812 0.352 -0.451
H -0.845466 5.907128 -2.242253 -0.606 -0.002 0.250
H -2.952239 3.864533 -3.173723 -0.075 0.154 0.189
H -1.649177 4.530358 -4.078772 0.065 -0.045 0.125
C -0.812939 0.764692 -1.351351 0.669 -1.107 1.104
C 0.451094 -0.119888 -1.221966 -1.581 0.036 0.322
C 0.800481 -0.416451 0.236948 -0.402 -1.032 0.038
C -0.261077 -1.168508 0.999101 -0.376 -0.120 -0.178
N -1.095611 -1.770380 1.540130 1.165 0.806 -0.664
H -1.739095 0.282428 -1.024045 0.187 -0.298 -0.092
H -0.885988 0.979924 -2.380979 -0.490 0.793 -1.167
H -0.710898 1.628718 -0.717725 0.078 0.722 -0.101
H 1.277616 0.403978 -1.689481 0.317 0.027 0.044
H 0.247277 -1.027080 -1.796112 0.350 -0.097 0.167
H 1.010436 0.501972 0.762131 0.046 0.296 0.302
H 1.691024 -1.048116 0.260972 0.061 0.029 0.203
C 4.369007 2.028165 2.324966 0.124 -0.458 0.558
C 3.913964 2.755981 3.576791 0.329 0.337 0.529
C 2.403349 2.978709 3.652563 0.289 0.374 0.307
C 1.697958 1.729456 3.506397 -0.894 -0.460 -0.716
N 1.091867 0.780123 3.271146 0.228 0.127 0.320
H 4.166563 2.563239 1.396928 -0.137 -0.079 0.040
H 3.917740 1.034499 2.332072 -0.238 -0.011 -0.409
H 5.432765 1.829298 2.413577 0.277 0.189 -0.191
H 4.361751 3.753777 3.600525 0.124 -0.100 0.163
H 4.233147 2.197939 4.480084 -0.102 0.367 -0.561
H 2.098514 3.670066 2.853813 -0.203 -0.299 0.198
H 2.110512 3.388147 4.628549 0.159 0.132 -0.249
```
Positions in Å, forces in eV/Å.

Computed properties:
**LUMO level**: 0.01573 Ha
**HOMO-LUMO gap**: 11.25 eV
**Net charge**: 0
**ΔE to the lowest compared entry with this formula, charge and spin**: 19.2 kcal/mol
**Energy**: -80521.4368 eV